Entry from OMol25: one molecule with the formula C13H23N3O6 (wB97M-V/def2-TZVPD).

LUMO level = 0.53 eV
orbital gap = 10.1 eV
HOMO level = -9.6 eV
energy above the lowest of the compared OMol25 structures with the same formula, charge and spin = 3.06 kJ/mol
SMILES = CCOC(=O)CNC(=O)[C@H](CC(N)=O)NC(=O)OC(C)(C)C
calculated total energy = -30612.3754 eV

```
! wB97M-V def2-TZVPD RIJCOSX def2/J DEFGRID3
* xyz 0 1
C -4.4589 -0.7990 -0.0724
C -3.8904 0.1825 -1.0860
O -2.5393 -0.1463 -1.4221
C -2.3424 -1.0678 -2.3583
O -3.2140 -1.6314 -2.9642
C -0.8652 -1.3519 -2.5722
N -0.0054 -0.4436 -1.8556
C 1.2923 -0.3155 -2.1481
O 1.8476 -0.9235 -3.0477
C 2.0212 0.6734 -1.2122
C 3.4650 0.9221 -1.6482
C 3.5246 1.8383 -2.8728
N 3.3920 1.1850 -4.0412
O 3.7026 3.0325 -2.7831
N 2.0017 0.1519 0.1444
C 0.9598 0.3357 0.9863
O -0.0796 0.8657 0.6488
O 1.2464 -0.1635 2.1916
C 0.2617 -0.1197 3.2578
C -0.9943 -0.8891 2.8485
C -0.0702 1.3300 3.6072
C 0.9572 -0.8110 4.4300
H -5.4595 -0.4877 0.2127
H -4.5106 -1.7946 -0.5063
H -3.8305 -0.8301 0.8145
H -4.4933 0.1796 -1.9995
H -3.8361 1.1911 -0.6727
H -0.6862 -2.3908 -2.2604
H -0.6423 -1.3036 -3.6438
H -0.4043 0.0837 -1.0816
H 1.4561 1.6146 -1.2074
H 3.9441 -0.0305 -1.8780
H 3.9971 1.4216 -0.8379
H 3.0618 0.2285 -4.0431
H 3.3452 1.7232 -4.8910
H 2.8117 -0.3410 0.4839
H -1.4839 -0.3902 2.0166
H -1.6820 -0.9360 3.6881
H -0.7325 -1.9021 2.5496
H -0.5474 1.8210 2.7636
H -0.7442 1.3558 4.4587
H 0.8391 1.8707 3.8602
H 0.3007 -0.8247 5.2946
H 1.2144 -1.8325 4.1628
H 1.8704 -0.2807 4.6859
*
```